Entry 1:
{"formula": "C17H50B3N17O14", "method": "the ωB97M-V functional and the def2-TZVPD basis", "species": ["C", "C", "O", "C", "O", "C", "C", "C", "B", "O", "B", "O", "B", "N", "C", "C", "C", "O", "O", "H", "H", "H", "H", "H", "H", "H", "H", "H", "H", "H", "H", "H", "H", "H", "H", "H", "H", "C", "O", "N", "N", "H", "H", "H", "H", "C", "O", "N", "N", "H", "H", "H", "H", "C", "O", "N", "N", "H", "H", "H", "H", "C", "O", "N", "N", "H", "H", "H", "H", "C", "O", "N", "N", "H", "H", "H", "H", "C", "O", "N", "N", "H", "H", "H", "H", "C", "O", "N", "N", "H", "H", "H", "H", "C", "O", "N", "N", "H", "H", "H", "H"], "coordinates": [[4.3599, -1.4374, 3.7319], [4.5682, -1.4658, 2.1508], [3.6870, -0.5957, 1.3892], [2.5919, -0.1200, 2.1507], [1.5839, -0.7673, 2.4679], [2.6189, 1.4258, 2.6065], [2.3448, 2.4179, 1.3885], [0.9172, 2.2410, 0.6826], [-0.2966, 1.8903, 1.7175], [-0.2993, 2.6079, 2.9711], [-1.5954, 2.4087, 3.5592], [-2.2127, 1.1182, 3.6183], [-1.9767, 0.3400, 2.4284], [-2.4547, -1.0528, 2.2668], [-2.8972, -1.6748, 3.5544], [-1.5224, -1.8993, 1.5141], [-1.4649, -1.8725, -0.1010], [-0.7403, -2.7275, 2.0580], [-1.2834, 0.9373, 1.2932], [3.3790, -1.9271, 4.0758], [4.4491, -0.4103, 4.2094], [5.1896, -2.1006, 4.1775], [4.4402, -2.5530, 1.8006], [5.6442, -1.1112, 1.9582], [1.9875, 1.6046, 3.5300], [3.7108, 1.6092, 2.9308], [2.5378, 3.5008, 1.7002], [3.1328, 2.1935, 0.5802], [0.6480, 3.2754, 0.2438], [0.9408, 1.5332, -0.2229], [-2.1405, 3.3472, 4.0508], [-4.0364, -1.5295, 3.6282], [-2.3776, -1.2762, 4.4829], [-2.7494, -2.8134, 3.5742], [-0.5290, -1.2815, -0.4083], [-2.4012, -1.3007, -0.4353], [-1.4605, -2.9501, -0.4877], [0.8006, 6.4943, -0.9978], [1.6000, 5.5697, -0.9465], [-0.1691, 6.6742, -0.0664], [0.8142, 7.4193, -1.9865], [-0.8345, 7.4259, -0.0891], [-0.2116, 6.0063, 0.6867], [1.5207, 7.3213, -2.6970], [0.1676, 8.1846, -2.0455], [1.9466, 2.7202, -4.0124], [1.7785, 1.8672, -4.8736], [0.9176, 3.3968, -3.4487], [3.1737, 3.0610, -3.5466], [1.0319, 4.0985, -2.7411], [-0.0100, 3.1702, -3.7677], [3.9645, 2.5788, -3.9406], [3.3295, 3.7577, -2.8398], [-1.8510, 0.0016, -4.4455], [-1.7653, 0.2417, -3.2498], [-0.7693, -0.0486, -5.2598], [-3.0403, -0.2355, -5.0610], [-0.8179, -0.2425, -6.2427], [0.1319, 0.1239, -4.8390], [-3.8668, -0.2068, -4.4881], [-3.1330, -0.4343, -6.0398], [-2.2720, -6.1421, 0.1209], [-1.6365, -5.3259, -0.5268], [-2.7652, -7.2864, -0.4187], [-2.5394, -5.9722, 1.4421], [-3.2887, -7.9665, 0.1004], [-2.5874, -7.4499, -1.3996], [-2.1877, -5.1329, 1.8776], [-3.0587, -6.6276, 1.9961], [-6.7433, -2.3260, 4.5104], [-5.5355, -2.4883, 4.4170], [-7.6093, -2.7049, 3.5367], [-7.3224, -1.7528, 5.5958], [-8.6033, -2.5809, 3.5932], [-7.2165, -3.1340, 2.7153], [-6.7116, -1.4584, 6.3395], [-8.3109, -1.6104, 5.6924], [5.8644, -2.1000, -2.1254], [6.1433, -0.9332, -2.3546], [4.9008, -2.4630, -1.2420], [6.4959, -3.1367, -2.7361], [4.6572, -3.4154, -1.0403], [4.4087, -1.7213, -0.7682], [7.2174, -2.9077, -3.3987], [6.2825, -4.1016, -2.5627], [-2.2821, -7.7387, -4.6527], [-2.1915, -7.4923, -3.4604], [-1.2014, -7.7971, -5.4702], [-3.4715, -7.9753, -5.2630], [-1.2532, -7.9975, -6.4518], [-0.3013, -7.6266, -5.0532], [-4.2967, -7.9403, -4.6883], [-3.5673, -8.1793, -6.2406], [2.6857, 9.4508, 1.2633], [3.1318, 9.6350, 0.1415], [1.7411, 8.5127, 1.5299], [3.0959, 10.1685, 2.3409], [1.3613, 8.3455, 2.4436], [1.4114, 7.9590, 0.7542], [3.7959, 10.8738, 2.1826], [2.7427, 10.0332, 3.2702]], "forces_ev_per_angstrom": [[0.1, -1.0, 0.4], [0.9, -0.7, 1.2], [-1.1, 0.4, 1.6], [-2.9, 0.6, 1.1], [3.3, 1.1, -1.3], [2.1, -0.3, -0.5], [0.4, -0.4, -0.7], [-0.4, 0.7, -0.1], [1.1, -0.3, -1.3], [-3.0, -1.7, -1.2], [0.8, -1.1, 0.4], [1.3, 1.0, -2.3], [-0.3, -0.4, -1.1], [2.1, 0.4, 0.9], [-1.4, -0.9, 0.8], [2.8, -2.6, -0.8], [-0.9, 1.1, 1.2], [-3.2, 2.6, -0.9], [0.5, 0.9, 3.4], [1.4, 0.9, -0.7], [-0.1, -1.2, -0.8], [-1.1, 1.1, -0.7], [0.2, 1.7, 0.4], [-1.7, -0.6, 0.0], [0.4, -0.5, -1.4], [-1.5, -0.2, -0.5], [-0.5, -1.5, -0.2], [-1.0, 0.3, 1.3], [0.4, -1.4, 0.5], [0.0, 0.9, 1.5], [0.0, -0.1, 0.1], [2.2, 0.0, 0.1], [-0.6, -0.3, -1.3], [0.0, 1.8, -0.4], [-1.4, -1.0, 0.4], [1.5, -0.8, 0.1], [0.1, 1.6, 0.7], [0.2, -0.2, -0.6], [-0.1, -0.1, 0.0], [-0.4, -0.2, 0.8], [0.1, 0.1, -0.5], [0.0, -0.1, -0.1], [-0.1, 0.0, -0.1], [-0.1, 0.1, 0.1], [0.1, 0.0, 0.0], [-0.1, -0.1, 0.0], [0.0, -0.2, -0.1], [-0.7, 0.2, -0.1], [0.7, 0.0, -0.1], [0.1, 0.0, 0.2], [0.1, -0.1, 0.1], [-0.1, 0.0, 0.1], [-0.1, 0.0, 0.0], [0.4, 0.0, 0.3], [-0.2, 0.0, -0.1], [0.5, -0.1, 0.0], [-0.9, -0.1, -0.1], [0.0, 0.0, 0.1], [0.0, 0.2, -0.2], [0.2, 0.0, -0.1], [0.1, 0.0, 0.1], [0.2, 0.2, -0.2], [-0.1, 0.0, 0.0], [-0.1, -0.4, -0.5], [0.0, 0.4, 0.7], [0.1, 0.1, 0.0], [0.0, 0.1, 0.0], [0.0, -0.1, -0.1], [0.0, 0.0, -0.1], [0.3, -0.1, 0.0], [-0.6, -0.2, 0.2], [-0.2, -0.3, -0.6], [0.0, 0.3, 0.6], [0.1, 0.0, 0.0], [-0.1, 0.1, 0.1], [-0.1, 0.0, -0.1], [0.1, 0.0, 0.0], [-0.1, 0.5, 0.0], [0.0, -0.2, 0.0], [-0.4, 0.1, 0.5], [0.5, -0.4, -0.5], [0.0, 0.1, -0.1], [0.0, -0.1, -0.1], [-0.1, 0.0, 0.1], [0.0, 0.1, 0.0], [0.0, 0.1, 0.4], [0.0, -0.1, -0.1], [0.7, 0.0, -0.1], [-0.7, -0.1, -0.1], [0.0, 0.0, 0.1], [-0.2, 0.0, -0.1], [0.1, 0.0, -0.1], [0.0, 0.0, 0.1], [0.2, 0.0, -0.4], [-0.1, 0.0, 0.1], [-0.4, -0.3, -0.2], [0.4, 0.5, 0.4], [0.1, 0.0, -0.1], [0.1, 0.1, 0.4], [-0.1, -0.1, 0.0], [0.0, 0.0, -0.1]], "smiles": "CCOC(=O)CCCB1OBOB(N(C)C(C)=O)O1.NC(N)=O.NC(N)=O.NC(N)=O.NC(N)=O.NC(N)=O.NC(N)=O.NC(N)=O.NC(N)=O", "homo_lumo_gap_ev": 8.86, "lumo_ev": 0.32, "de_lowest_kcal_mol": 59.0}


Entry 2:
{"formula": "C5H8N2", "method": "the ωB97M-V functional and the def2-TZVPD basis", "species": ["C", "C", "C", "C", "C", "H", "H", "H", "H", "H", "H", "H", "H", "N", "N"], "coordinates": [[-1.7599, -0.7681, 0.6051], [-0.2706, -0.5183, 0.4935], [1.8096, -1.2089, 0.5459], [0.4614, 0.4972, -0.2351], [-0.2585, 1.5739, -1.0829], [-2.3155, -0.1293, -0.0721], [-2.2519, -0.5460, 1.6072], [-1.8775, -1.8129, 0.5045], [2.7827, -1.6470, 0.9217], [2.6190, 0.5815, -0.1032], [-1.3457, 1.3376, -1.3726], [0.3921, 1.5046, -2.0056], [-0.2845, 2.5869, -0.6598], [0.5511, -1.4385, 0.9928], [1.7483, -0.0129, -0.1391]], "forces_ev_per_angstrom": [[0.1, 1.7, 1.6], [0.3, 2.1, -1.1], [-2.1, 1.5, 1.5], [-3.1, -2.7, 2.2], [1.3, -1.0, -1.1], [-0.1, -0.4, -0.5], [1.1, 0.0, -0.8], [-0.6, -1.0, -0.7], [-1.6, 0.5, -0.7], [-1.5, -0.9, -0.7], [1.8, -0.2, 0.6], [-1.1, 0.9, 0.5], [0.4, -0.3, -0.1], [2.4, -2.1, -0.2], [2.6, 1.8, -0.6]], "smiles": "Cc1nc[nH]c1C", "homo_lumo_gap_ev": 9.00, "lumo_ev": 0.92, "de_lowest_kcal_mol": 26.3}


Entry 3:
{"formula": "C18H14CrN6O4S", "method": "the ωB97M-V functional and the def2-TZVPD basis", "species": ["Cr", "N", "C", "S", "N", "N", "C", "C", "C", "C", "C", "C", "C", "C", "C", "C", "C", "C", "N", "H", "H", "H", "H", "H", "H", "H", "H", "H", "H", "H", "O", "C", "O", "C", "C", "N", "N", "C", "C", "O", "O", "H", "H", "H"], "coordinates": [[-1.7271, 0.4706, -0.2575], [-2.5530, -3.7391, 0.3782], [-2.1884, -2.4939, 0.0033], [-3.3750, -1.2464, 0.1098], [-0.9283, -2.4014, -0.4185], [-0.5993, -1.1351, -0.7685], [0.5654, -0.8933, -1.2869], [1.6051, -1.9182, -1.5323], [2.8579, -1.7808, -0.9398], [3.8460, -2.7300, -1.1541], [3.5906, -3.8197, -1.9730], [2.3438, -3.9609, -2.5674], [1.3520, -3.0208, -2.3431], [0.7902, 0.5231, -1.6644], [1.9036, 0.9626, -2.3691], [1.9953, 2.3034, -2.7062], [0.9813, 3.1747, -2.3419], [-0.1056, 2.6675, -1.6514], [-0.1982, 1.3787, -1.3255], [-3.5199, -3.9289, 0.5670], [-1.9225, -4.4993, 0.1890], [3.0584, -0.9319, -0.2971], [4.8120, -2.6179, -0.6808], [4.3602, -4.5598, -2.1462], [2.1405, -4.8106, -3.2054], [0.3753, -3.1395, -2.7905], [2.6739, 0.2622, -2.6543], [2.8540, 2.6623, -3.2578], [1.0186, 4.2250, -2.5900], [-0.9403, 3.2849, -1.3439], [-2.7852, 4.3707, 4.0438], [-1.9976, 3.4327, 4.5379], [-1.6015, 3.4477, 5.6771], [-1.6270, 2.3054, 3.6345], [-0.8546, 1.2434, 4.0533], [-0.7009, 0.4256, 2.9990], [-1.3328, 0.8873, 1.9138], [-1.8994, 2.0275, 2.2783], [-2.6853, 2.7609, 1.2230], [-3.2096, 3.8342, 1.5140], [-2.7163, 2.1909, 0.0816], [-2.9914, 4.2121, 3.0809], [-0.4284, 1.0401, 5.0200], [-0.2365, -0.4659, 2.9611]], "forces_ev_per_angstrom": [[-0.6, 0.2, 0.0], [0.0, 0.1, 0.0], [0.2, -0.2, -0.1], [0.0, -0.1, 0.0], [-0.1, 0.2, 0.0], [0.3, -0.3, 0.0], [-0.1, 0.1, -0.1], [0.0, 0.0, 0.1], [0.0, 0.0, 0.0], [0.0, 0.0, 0.0], [0.0, 0.0, 0.0], [0.0, 0.0, 0.0], [0.0, 0.0, 0.0], [-0.1, -0.1, 0.0], [0.0, 0.0, 0.0], [0.0, 0.0, 0.0], [0.0, 0.0, 0.0], [0.0, 0.0, 0.0], [0.3, 0.0, 0.0], [0.0, 0.0, 0.0], [0.0, 0.0, 0.0], [0.0, 0.0, 0.0], [0.0, 0.0, 0.0], [0.0, 0.0, 0.0], [0.0, 0.0, 0.0], [0.0, 0.0, 0.0], [0.0, 0.0, 0.0], [0.0, 0.0, 0.0], [0.0, 0.0, 0.0], [0.0, 0.0, 0.0], [0.1, 0.0, 0.1], [-0.2, 0.0, 0.1], [0.1, 0.0, 0.0], [0.1, 0.0, 0.0], [0.0, 0.0, 0.0], [-0.1, 0.1, 0.0], [0.2, 0.0, 0.2], [0.0, -0.1, -0.1], [0.1, 0.0, 0.0], [0.0, 0.0, 0.0], [0.1, 0.0, 0.0], [0.0, 0.0, -0.1], [0.0, 0.0, 0.0], [0.0, 0.0, 0.0]], "homo_lumo_gap_ev": [7.02, 7.33], "lumo_ev": [-0.80, -1.07], "spin_multiplicity": 5}


Entry 4:
{"formula": "C14H21CrO5P", "method": "the ωB97M-V functional and the def2-TZVPD basis", "species": ["O", "C", "Cr", "O", "C", "C", "O", "C", "O", "C", "O", "C", "C", "C", "P", "C", "C", "C", "C", "C", "C", "H", "H", "H", "H", "H", "H", "H", "H", "H", "H", "H", "H", "H", "H", "H", "H", "H", "H", "H", "H", "H"], "coordinates": [[0.6400, 3.3610, -4.4407], [0.4866, 2.7011, -3.5116], [0.2318, 1.6044, -1.9676], [-1.3731, 3.8469, -0.6395], [-0.7702, 3.0046, -1.1385], [1.2339, 0.2042, -2.7967], [1.8369, -0.6382, -3.2956], [1.8390, 2.3035, -1.2058], [2.8060, 2.7241, -0.7475], [-1.3753, 0.9052, -2.7293], [-2.3422, 0.4846, -3.1876], [-0.1406, -2.4236, -1.4628], [-0.7638, -1.7475, -0.2351], [-0.6148, -2.7022, 0.9580], [-0.1316, 0.0153, -0.0366], [-1.6013, 0.8150, 0.8236], [-2.4315, -0.0818, 1.7597], [-1.1405, 2.0059, 1.6997], [1.5122, -0.0343, 0.8712], [1.4347, -0.5472, 2.3219], [2.6377, -0.7641, 0.1356], [0.9522, -2.5494, -1.3670], [-0.3651, -1.8378, -2.3747], [-0.5867, -3.4301, -1.6162], [-1.8366, -1.6651, -0.5025], [0.4427, -2.9984, 1.0870], [-1.0176, -2.3048, 1.9014], [-1.1637, -3.6444, 0.7439], [-2.2927, 1.1430, 0.0200], [-1.8291, -0.4295, 2.6230], [-3.2862, 0.4998, 2.1691], [-2.8882, -0.9415, 1.2363], [-0.4082, 2.6751, 1.2284], [-2.0218, 2.5985, 2.0279], [-0.6306, 1.6588, 2.6151], [1.8066, 1.0256, 0.9888], [1.2660, -1.6255, 2.4145], [2.4025, -0.3501, 2.8316], [0.6554, -0.0279, 2.9020], [2.8087, -0.3412, -0.8663], [3.5890, -0.6440, 0.6972], [2.4297, -1.8483, 0.0658]], "forces_ev_per_angstrom": [[-0.6, -2.6, 3.7], [1.0, 4.1, -6.2], [-0.4, -1.9, 1.9], [2.2, -3.0, -2.2], [-3.6, 4.9, 3.0], [3.1, -4.4, -2.6], [-2.1, 2.9, 1.6], [5.6, 2.4, 2.7], [-3.5, -1.5, -1.8], [-5.2, -2.3, -2.5], [3.4, 1.5, 1.6], [0.4, -1.2, -1.1], [-0.5, 1.0, -0.2], [0.6, -0.9, -0.6], [-0.6, -1.3, 1.1], [0.0, 0.8, 1.1], [-0.3, -0.7, 0.0], [0.2, 0.3, 0.3], [0.1, 0.5, 1.0], [-0.1, -0.1, 0.7], [0.2, -0.2, -0.3], [-0.4, 0.0, 0.2], [-0.2, -0.2, 0.3], [0.4, 0.5, 0.0], [0.3, 0.3, 0.0], [-0.5, 0.1, 0.3], [0.2, 0.3, -0.1], [0.2, 0.6, 0.0], [0.4, -0.1, 0.1], [-0.4, 0.1, -0.5], [0.7, -0.2, -0.3], [0.3, 0.4, 0.4], [-0.2, 0.0, 0.1], [0.6, -0.3, -0.3], [-0.4, 0.0, -0.4], [-0.3, -0.2, -0.2], [0.0, 0.4, -0.2], [-0.6, 0.0, -0.4], [0.3, -0.2, -0.1], [0.1, -0.3, 0.2], [-0.6, -0.1, -0.3], [0.2, 0.5, 0.0]], "charge": 3, "homo_lumo_gap_ev": [8.99, 3.20], "lumo_ev": [-12.12, -17.57], "spin_multiplicity": 4, "de_lowest_kcal_mol": 19.4}


| no. | energy (eV) |
| --- | --- |
| 1 | -74480.046 |
| 2 | -8293.855 |
| 3 | -75283.896 |
| 4 | -62771.111 |